Entry 1:
Below is 2 unconnected molecules or ions with the total composition C6H10 at a distorted geometry, with properties calculated with ωB97M-V/def2-TZVPD.

Output
E_tot = -234.3799 a.u.
E_LUMO (alpha / beta) = -0.4 / -0.7 eV
Orbital gap (alpha / beta) = 6.356 / 6.074 eV
Energy relative to the best compared isomer or geometry (same formula, charge and spin) = 584.4 kJ/mol

The geometry in XYZ format:
```
16
C6H10, DFT ωB97M-V/def2-TZVPD
C -1.1493 0.4234 -1.0919
C 0.1462 -0.1412 -0.6454
C 1.3897 0.6474 -0.8125
C 0.0108 -1.7462 1.4882
C -0.1017 -0.3960 1.6240
C -0.2096 0.8697 1.6150
H -1.0975 0.4311 -2.1950
H -1.2868 1.4365 -0.7163
H -1.9915 -0.2069 -0.8020
H 0.2566 -1.2080 -0.7933
H 2.2464 0.1673 -0.3371
H 1.5759 0.6669 -1.9007
H 1.2651 1.6622 -0.4366
H -0.8719 -2.3789 1.4448
H 0.9773 -2.2360 1.5778
H -0.3120 1.5553 2.4491
```

Entry 2:
Below is a molecular structure, C4H6B3F15O2Pt at a distorted geometry, with properties calculated with ωB97M-V/def2-TZVPD.

Output
E_tot = -1999.0032 a.u.
E_LUMO (alpha / beta) = 5.0 / 5.0 eV
Orbital gap (alpha / beta) = 7.805 / 7.903 eV
Spin multiplicity = 3
Expectation value of S² = 2.004
Charge = -2
Energy relative to the best compared isomer or geometry (same formula, charge and spin) = 135.2 kJ/mol

The geometry in XYZ format:
```
31
C4H6B3F15O2Pt, DFT ωB97M-V/def2-TZVPD
Pt -0.7883 0.9396 -0.0507
C 1.3666 -0.0962 1.5648
O 0.9909 -0.5736 0.3013
O 0.8230 1.1882 1.4824
C 1.0868 -1.1481 2.6967
F -0.0559 -1.8177 2.6267
F 2.0904 -2.0762 2.6973
F 1.2073 -0.5895 3.9336
C 1.7647 -1.4454 -0.5162
C 2.8682 -0.9537 -1.4820
H 2.5433 -0.8246 -2.5119
H 3.3406 -0.0625 -1.0609
H 3.7167 -1.6418 -1.4790
H 1.1432 -2.0341 -1.1910
H 2.1915 -2.1577 0.1932
H 2.4450 0.0809 1.6554
B -1.0057 0.8819 -2.8727
F 0.0337 1.1178 -1.9772
F -1.0188 1.8150 -3.8781
F -0.7392 -0.3594 -3.4352
F -2.1354 0.9888 -2.0893
B -2.5379 -1.5448 0.3275
F -2.4772 -2.7569 0.9362
F -3.8234 -1.3000 -0.1907
F -2.1573 -0.4533 1.1266
F -1.5841 -1.5594 -0.6980
B -1.8269 3.3010 0.7992
F -2.1895 2.0138 1.2243
F -1.4218 3.1053 -0.5214
F -3.0081 4.0218 0.8618
F -0.8424 3.9407 1.5275
```

Entry 3:
Below is 2 unconnected molecules or ions with the total composition C7H14P at a distorted geometry, with properties calculated with ωB97M-V/def2-TZVPD.

Output
E_tot = -616.1008 a.u.
E_LUMO = -4.2 eV
Orbital gap = 8.687 eV
Charge = +1
Energy relative to the best compared isomer or geometry (same formula, charge and spin) = 260.8 kJ/mol

The geometry in XYZ format:
```
22
C7H14P, DFT ωB97M-V/def2-TZVPD
C -1.6698 1.3285 0.2935
C -1.9536 -0.0020 0.1290
C -0.3462 1.8127 -0.0849
C -0.8218 -0.7533 -0.2475
C -0.7743 -2.2375 -0.3779
C 1.2142 0.1692 1.7750
C 1.9076 0.1645 -1.0859
P 0.5862 0.2357 0.0651
H -2.5399 1.9892 0.5198
H -2.9982 -0.3734 0.3130
H -0.4425 2.0944 -1.1591
H 0.1456 2.6597 0.3277
H -0.5676 0.0331 -1.8462
H 0.2367 -2.6395 -0.9424
H -1.6383 -2.7060 -0.9075
H -0.8585 -2.6645 0.6200
H 1.8999 1.0923 2.0122
H 1.8496 -0.7480 2.0822
H 0.3279 0.2055 2.4027
H 2.3273 1.1366 -1.2241
H 1.3902 -0.2324 -2.0525
H 2.7255 -0.5647 -0.6121
```